(1)
Below is a cluster of 6 separate species, C11H28N10O5P in total at a distorted geometry, with properties calculated with wB97M-V/def2-TZVPD.

Computed properties:
Total charge ... +1
Orbital gap ... 7.797 eV
LUMO energy ... -3.34 eV
HOMO energy ... -11.1325 eV
E_tot ... -46285.3949 eV

```
55
Properties=species:S:1:pos:R:3:forces:R:3:mulliken_charge:R:1
P 5.700826 -0.790794 1.435930 -1.3213 0.7140 -0.8801 0.067
C 3.962502 -0.424365 0.882510 -0.5878 0.1862 0.2371 0.838
C 3.401834 -1.261050 -0.173773 -1.3638 1.7181 0.7495 -0.676
C 2.048385 -0.956882 -0.631611 1.0369 1.0608 1.4298 -0.486
C 1.307842 0.175079 -0.039406 2.3837 -0.8256 0.7950 -0.432
C 1.912984 0.974274 1.036481 1.1244 -1.1651 -0.6518 -0.610
C 3.274452 0.702808 1.523093 -1.6198 -1.5606 -2.2426 -0.591
H 5.937309 -0.437153 2.789645 -0.0507 -0.0668 -0.5657 0.195
H 6.051304 -2.157855 1.299400 -0.0800 0.5348 -0.0180 0.189
H 6.546887 -0.003921 0.588808 -0.0600 -0.6056 0.7033 0.211
H 3.991452 -2.092392 -0.631622 -0.6898 0.8102 0.5137 0.301
H 1.618470 -1.607250 -1.434958 0.2175 0.6208 0.9335 0.551
H 0.288032 0.403583 -0.419591 0.8978 -0.1325 0.4125 0.596
H 1.383717 1.823750 1.527691 0.4267 -0.7920 -0.5477 0.386
H 3.720444 1.342341 2.315176 -0.4456 -0.6193 -0.6722 0.422
C -2.783637 -0.087815 2.491674 0.0562 -0.1963 0.1602 0.613
O -3.684016 -0.281905 3.288577 -0.0052 0.1058 -0.0757 -0.659
N -1.821698 -1.012628 2.229905 0.0773 -0.1075 0.2362 -0.216
N -2.664775 1.080540 1.789982 -0.0754 0.5421 -0.0654 -0.294
H -1.073862 -0.870460 1.577344 -0.0696 -0.0567 0.0095 0.122
H -1.875638 -1.887951 2.726468 0.0133 -0.0978 -0.2965 0.148
H -3.359408 1.787556 1.956718 0.0384 -0.0965 -0.0703 0.204
H -1.933846 1.263188 1.128346 -0.0783 -0.0388 -0.0186 0.124
C 0.237313 -1.454495 -4.075692 0.0078 -0.3045 -0.1058 0.809
O 0.122253 -2.417648 -3.334651 0.0839 0.1105 0.1180 -0.656
N -0.225702 -1.449981 -5.353881 -0.2795 -0.1387 -0.2440 -0.400
N 0.842288 -0.300349 -3.678390 0.0870 0.4379 0.2510 -0.371
H -0.139282 -0.667711 -5.976646 0.0493 -0.0247 0.0388 0.188
H -0.677819 -2.286830 -5.680576 0.0733 0.0690 0.0181 0.232
H 1.193898 -0.272133 -2.738178 0.0160 0.1647 -0.2343 -0.013
H 0.952632 0.507291 -4.265133 0.0275 -0.0412 -0.0045 0.216
C 1.360910 3.994724 4.009319 -0.1728 0.1152 0.1395 0.652
O 1.915382 3.321800 3.146863 0.1081 -0.1576 -0.0890 -0.613
N 2.050217 4.653929 4.975768 0.4177 0.0079 0.0843 -0.425
N 0.012924 4.136916 4.070266 -0.2411 -0.1431 -0.2580 -0.346
H 1.616960 5.209306 5.689953 -0.0098 -0.0296 -0.0482 0.162
H 3.051540 4.571963 4.962254 -0.1080 0.0527 0.0258 0.210
H -0.531461 3.662454 3.370830 -0.0057 0.0470 0.1167 0.188
H -0.459768 4.682120 4.767109 0.0392 -0.0271 -0.0187 0.176
C -2.436252 2.429221 -3.629147 -0.0370 0.1452 0.0918 0.604
O -1.803478 3.050643 -2.790181 0.0533 -0.0982 0.0210 -0.647
N -2.118323 1.152750 -3.984294 0.2859 -0.3352 -0.0581 -0.247
N -3.508682 2.955708 -4.278494 -0.2187 0.3119 -0.0582 -0.385
H -2.621191 0.619863 -4.669472 -0.0282 0.0225 0.0712 0.180
H -1.329053 0.734328 -3.522069 -0.1126 -0.0272 -0.0381 0.095
H -3.771703 3.896447 -4.041008 0.0181 -0.0973 -0.0324 0.234
H -4.040878 2.461382 -4.970045 0.0318 0.0038 0.0463 0.163
C -2.439146 -4.590925 0.948872 -0.1015 0.0268 -0.0326 0.679
O -1.814663 -3.960002 1.787649 0.1734 -0.0430 0.0764 -0.639
N -2.120105 -5.867883 0.605080 0.2962 -0.3115 0.0544 -0.429
N -3.506742 -4.069241 0.288441 -0.2119 0.3658 -0.0680 -0.370
H -2.619816 -6.402880 -0.080276 -0.0018 0.0519 0.0361 0.158
H -1.336015 -6.286289 1.073910 -0.1042 0.0263 -0.0396 0.212
H -3.771886 -3.126532 0.518155 0.0008 -0.1030 0.0116 0.210
H -4.033898 -4.568663 -0.403126 0.0387 -0.0089 0.0527 0.168
```
Positions in Å, forces in eV/Å.



(2)
Below is a structure of composition C11H29BCaClFNNbO2P at a distorted geometry, with properties calculated with wB97M-V/def2-TZVPD.

Computed properties:
Total charge ... +1
Orbital gap ... 5.764 eV
LUMO energy ... -4.88 eV
HOMO energy ... -10.6474 eV
E_tot ... -62641.5710 eV

```
49
Properties=species:S:1:pos:R:3:forces:R:3:mulliken_charge:R:1
C 2.584275 0.890745 2.715714 0.1466 -0.5184 -1.1968 -1.019
C 2.185723 -0.118509 1.443591 2.4163 -0.3471 1.5204 -0.340
P 1.374374 0.774596 -0.026969 -2.1325 -0.7525 0.8678 0.341
C 0.975287 2.601278 0.304894 1.0617 2.0499 0.0002 -0.432
C 0.712678 3.455925 -1.107963 -0.0266 0.0473 0.1277 -0.842
Nb -0.506651 -0.524488 -1.122651 5.2038 2.9843 -2.2096 -0.509
C 0.087329 0.368377 -3.164405 -1.6784 0.5315 -1.6323 -0.808
Cl -2.169961 -1.976315 -2.302108 1.9419 -1.0756 -3.8685 -0.522
C -2.080883 1.082365 -0.759480 -2.1056 0.8425 -0.5286 -0.256
C -2.982461 1.474748 -2.101060 -1.1574 1.2977 1.3867 -0.304
F -2.314642 2.430985 -3.012606 -1.2401 -2.3911 1.9267 -0.277
C 1.045906 -2.208156 -1.525593 0.8578 -0.9016 1.2657 -0.655
O 2.312471 -1.467025 -1.839688 0.2773 -2.0517 1.0601 -0.102
C 3.488516 -2.287457 -1.426528 0.4076 0.0146 -0.8156 -0.718
B -1.169656 -1.540624 0.837174 -0.9161 -2.1914 1.6854 0.577
O -0.790998 -2.982155 1.018077 -2.3467 1.6808 -2.1466 -0.724
N -1.982412 -0.893151 1.940651 1.1862 -1.3999 0.3379 0.050
C -2.505867 -1.900253 2.947937 -0.3111 -0.7831 1.1539 -0.665
C -1.278092 0.275436 2.592283 -0.5674 1.5112 0.8517 -0.732
H 3.112193 0.241680 3.556101 -1.2910 1.5092 -1.7505 0.334
H 3.374196 1.657172 2.263587 -1.8625 -1.4368 1.3282 0.323
H 1.593250 1.402887 3.075575 2.2146 -0.7910 -0.4255 0.259
H 1.614019 -1.050001 1.859217 0.7857 1.8378 -1.0943 0.230
H 3.238447 -0.527008 1.055909 -2.3441 0.7676 0.6719 0.313
H 1.957396 3.098328 0.766955 -2.1035 -1.1472 -0.8428 0.351
H 0.117016 2.813717 1.070581 1.4766 -0.5932 -1.4062 0.408
H 0.679213 4.598775 -0.807124 0.0916 -2.4051 -0.7142 0.341
H -0.294822 3.174187 -1.631952 1.8899 0.5329 1.1209 0.108
H 1.567323 3.279287 -1.906010 -1.6498 0.3471 1.8612 0.300
H -0.880299 0.230557 -3.848468 2.0658 0.3917 1.0385 0.242
H 0.243220 1.548163 -3.099148 -0.1418 -2.6135 -0.1443 0.197
H 0.980954 -0.184601 -3.680665 -1.5685 1.0935 1.1747 0.328
H -1.685021 2.098140 -0.335654 -0.7799 -1.8581 -0.6192 0.089
H -2.883226 0.694616 0.035552 1.1737 1.0425 -1.2333 0.230
H -3.934730 2.047615 -1.664543 2.0299 -0.9739 -1.3155 0.290
H -3.405731 0.546432 -2.672448 1.1953 1.7295 0.5108 0.200
H 1.302439 -2.814965 -0.530389 -0.7549 0.7847 -2.2106 0.319
H 0.727048 -2.914883 -2.403206 0.8239 0.9958 1.5386 0.299
H 4.457236 -1.685943 -1.697173 -1.9670 -1.0290 0.4840 0.227
H 3.510945 -2.524878 -0.278917 -0.2934 0.3964 -2.1052 0.268
H 3.479588 -3.269435 -2.065702 0.0922 1.6744 1.3990 0.272
H -1.000301 -3.374878 0.098131 1.3557 0.6344 2.0722 0.326
H -3.175887 -2.712586 2.391107 1.3440 1.6533 1.1720 0.183
H -1.648268 -2.495553 3.477791 -1.5657 1.0604 -0.9936 0.253
H -3.157143 -1.407365 3.814192 1.3304 -0.8258 -2.1181 0.266
H -1.066224 1.152757 1.839286 -0.4343 -2.0057 1.2753 -0.138
H -0.264141 -0.041824 3.085627 -1.9512 0.5582 -0.8072 0.243
H -2.008896 0.734750 3.416471 1.7068 -1.0742 -1.6563 0.353
Ca -3.534730 -1.771465 -0.595954 -1.8856 1.1965 4.0031 1.524
```
Positions in Å, forces in eV/Å.



(3)
Below is a structure of composition C11H29BF4N2S4SeSiV at a distorted geometry, with properties calculated with wB97M-V/def2-TZVPD.

Computed properties:
Total charge ... +1
Orbital gap (spin up / spin down) ... 7.441 / 8.488 eV
2S+1 ... 3
⟨S²⟩ ... 2.114
LUMO energy (spin up / spin down) ... -4.04 / -3.07 eV
HOMO energy (spin up / spin down) ... -11.4805 / -11.5620 eV
Energy relative to the best compared isomer or geometry (same formula, charge and spin) ... 8.8 kcal/mol
E_tot ... -168660.0904 eV

```
54
Properties=species:S:1:pos:R:3:forces:R:3:lowdin_spin:R:1
V 0.239967 0.771291 0.330170 1.2830 -1.1585 -0.3458 2.127
C 1.526896 -0.205264 3.528205 -0.0195 -0.0762 -0.1118 -0.001
C 1.827783 -1.536257 2.871428 0.0899 0.0041 0.0038 0.000
S 2.299811 -1.263882 1.151688 -0.2504 -0.0220 -0.0682 -0.002
C 2.415973 -2.993913 0.598452 -0.1268 0.0483 -0.0738 0.000
C 1.085732 -3.695295 0.339651 0.0675 0.0963 -0.0161 0.000
S 0.219550 -2.882658 -1.018998 -0.0433 0.0470 -0.1067 0.003
C -1.500700 -3.100872 -0.531841 0.1039 0.1210 0.0134 0.000
C -1.913312 -2.341120 0.717414 0.0251 0.0319 -0.0160 0.001
S -1.879637 -0.529909 0.511616 -0.4417 -0.1670 -0.0598 0.007
C -2.372234 -0.075408 2.195331 0.1330 -0.0247 -0.0197 0.004
C -1.252988 -0.226377 3.215426 -0.0798 0.0630 -0.0686 0.009
S 0.204575 0.758326 2.743110 0.0083 0.1952 0.8211 0.001
H 2.404209 0.442332 3.500578 0.0221 -0.0010 0.0437 0.000
H 1.242558 -0.330341 4.572020 0.0271 -0.0013 0.0432 -0.001
H 0.969129 -2.206176 2.905115 -0.0310 -0.0052 0.0466 0.000
H 2.657559 -2.017044 3.390862 -0.0232 -0.0132 0.0425 0.000
H 2.982976 -3.518783 1.365315 0.0978 -0.0481 -0.0076 0.000
H 3.023048 -2.968767 -0.305740 0.0060 0.0099 -0.0145 0.000
H 0.469038 -3.691356 1.238925 0.0044 -0.0297 -0.0015 0.000
H 1.277714 -4.733658 0.067014 0.0696 -0.0174 0.1188 0.000
H -1.713648 -4.159604 -0.392857 -0.0746 -0.0417 0.0020 0.000
H -2.068315 -2.755817 -1.395727 -0.0835 -0.0250 -0.0083 0.000
H -1.305199 -2.623094 1.576268 0.0248 -0.0366 0.0063 0.000
H -2.956055 -2.568798 0.944585 0.0037 -0.0279 0.0575 -0.001
H -3.220845 -0.696784 2.476340 -0.0496 0.0035 0.0457 0.000
H -2.709999 0.954829 2.128963 -0.0406 0.0818 0.0213 0.000
H -0.941445 -1.265235 3.307852 -0.0050 -0.0169 0.0014 0.001
H -1.571895 0.132125 4.193690 -0.0358 -0.0412 0.0083 -0.001
N 2.411083 2.911292 1.037867 -0.0710 0.0419 -0.2598 0.003
N 2.094635 1.849777 0.126293 -0.0606 0.1462 0.0931 0.004
H 3.345200 3.254729 0.853731 0.1441 0.0162 0.0242 0.000
H 2.385373 2.553897 1.981606 -0.0539 -0.0422 0.1019 0.000
H 2.854134 1.181742 0.053938 0.1897 -0.1218 -0.1285 0.002
H 1.962353 2.255264 -0.800474 -0.0609 0.0944 -0.0418 0.003
C -2.023285 5.563531 -0.495371 -0.3193 0.1327 -0.0946 -0.005
Si -0.389294 4.868717 -0.020105 0.0351 -0.4677 0.0651 0.000
C 0.172042 5.451657 1.637692 0.1299 0.2529 0.2537 -0.003
C 0.836579 4.956693 -1.392477 0.0456 0.0604 -0.2694 0.004
Se -1.047608 2.620710 0.347179 -0.8264 0.7218 -0.0804 -0.184
H -1.965720 6.650733 -0.612527 -0.0096 -0.0841 -0.0022 -0.001
H -2.767400 5.335941 0.271283 -0.0193 0.0695 -0.0651 0.000
H -2.359391 5.130534 -1.440683 -0.0320 0.0568 0.0448 -0.001
H -0.000608 6.528762 1.739712 0.0345 -0.0923 0.0069 0.000
H 1.233329 5.250752 1.790885 -0.0975 -0.0008 0.0208 0.000
H -0.399815 4.942726 2.416926 0.0416 0.0848 0.0252 -0.001
H 0.769613 5.932949 -1.886915 0.0386 -0.0867 0.0891 0.001
H 0.611792 4.189889 -2.139379 0.0886 0.1343 0.0591 0.000
H 1.854033 4.829877 -1.027880 0.0991 -0.0345 -0.0327 0.000
F -1.244182 0.576389 -2.365691 0.3473 0.0118 0.0289 0.003
B 0.098438 0.707540 -2.658975 -0.1695 0.4266 -0.5701 0.001
F 0.548906 2.038729 -2.602768 -0.1044 -0.5815 0.0633 0.001
F 0.495115 0.048093 -3.774472 0.0849 0.0065 0.4244 0.000
F 0.814932 0.063485 -1.428551 -0.1162 0.3066 -0.1127 0.024
```
Positions in Å, forces in eV/Å.



Question: Among the records above, which one has the lowest E_tot?
Answer: C11H29BF4N2S4SeSiV



Question: Number 2 is which compound?
Answer: C11H29BCaClFNNbO2P



Question: Look up the total charge of the first one.
Answer: +1



Question: Look up the total charge of the first one.
Answer: +1